An isolated molecule of C18H29NO2. Source: the OMol25 dataset; level of theory: ωB97M-V with the def2-TZVPD basis set.

Structure (XYZ):
```
50
Properties=species:S:1:pos:R:3:forces:R:3
C -2.182087 -0.591379 -2.234123 -0.016 0.028 0.053
C -1.888032 0.291523 -1.053236 -0.095 0.052 0.149
C -0.633189 0.886345 -0.972988 0.323 0.186 0.028
C -0.290562 1.713111 0.088424 -0.170 0.018 0.082
O 0.916329 2.323878 0.244636 -0.187 0.079 0.177
C 1.978460 1.927189 -0.604052 0.381 -0.166 -0.276
C 3.284888 2.427230 0.026047 -0.361 0.173 0.081
O 4.422763 1.716805 -0.401388 -0.084 -0.064 -0.280
C 4.747215 0.539493 0.303960 0.119 -0.369 -0.086
C 4.172935 -0.763084 -0.274736 0.051 0.373 0.092
N 2.763295 -0.967184 -0.023899 0.088 -0.299 0.070
C 2.394272 -1.193470 1.362749 -0.071 0.093 0.120
C 0.943566 -1.671658 1.278057 0.046 0.027 0.071
C 0.839584 -2.334063 -0.106716 0.057 -0.066 -0.052
C 2.212304 -2.102371 -0.745631 -0.074 -0.054 -0.137
C -1.239652 1.954791 1.080020 0.211 0.071 -0.052
C -2.482023 1.366472 0.999215 0.111 -0.012 -0.065
C -2.831827 0.525345 -0.052779 0.014 -0.128 -0.188
C -4.210444 -0.096109 -0.076712 -0.066 0.072 0.157
C -5.291244 0.985242 -0.152513 0.084 -0.224 -0.151
C -4.422247 -0.991632 1.146736 -0.004 -0.021 -0.284
H -1.319820 -0.641120 -2.894933 0.034 -0.025 -0.053
H -3.024731 -0.205065 -2.806117 -0.067 -0.057 -0.082
H -2.425133 -1.604223 -1.913858 -0.045 -0.087 -0.059
H 0.078245 0.698221 -1.762111 0.105 -0.024 -0.079
H 2.026394 0.832519 -0.663490 -0.059 0.325 -0.037
H 1.848519 2.349987 -1.608576 -0.025 -0.009 0.063
H 3.178202 2.370651 1.117959 0.014 0.005 -0.051
H 3.466657 3.469842 -0.248595 -0.053 -0.066 0.108
H 4.470947 0.639267 1.360786 0.049 0.026 -0.016
H 5.838637 0.466489 0.239504 -0.122 -0.056 0.112
H 4.316250 -0.739086 -1.358455 0.099 -0.036 0.031
H 4.773724 -1.598849 0.133738 -0.033 0.024 -0.046
H 3.035623 -1.965296 1.824906 0.025 0.029 -0.001
H 2.485369 -0.274094 1.941278 0.059 -0.018 0.088
H 0.264912 -0.821501 1.339443 -0.028 0.008 0.036
H 0.703929 -2.359938 2.086555 -0.034 0.027 0.044
H 0.616397 -3.397452 -0.036586 -0.043 -0.012 -0.045
H 0.056316 -1.858267 -0.692798 -0.046 -0.026 -0.034
H 2.849358 -2.996216 -0.624834 0.012 0.028 -0.018
H 2.150777 -1.870287 -1.810911 0.049 -0.073 -0.034
H -0.979373 2.603474 1.901506 0.040 0.078 0.107
H -3.198758 1.566022 1.781494 -0.097 0.027 0.109
H -4.307125 -0.722959 -0.965650 0.044 0.039 0.029
H -6.275911 0.528944 -0.232355 -0.138 0.001 0.013
H -5.276513 1.614311 0.733602 -0.010 0.094 0.112
H -5.131140 1.618439 -1.022587 -0.036 0.103 -0.060
H -4.389614 -0.411520 2.065188 0.006 0.064 0.134
H -3.646456 -1.752992 1.196323 0.052 -0.093 0.067
H -5.389996 -1.485789 1.088481 -0.109 -0.066 0.056
```
Forces are in eV/Å.

Results
LUMO energy, hartree: 0.03175
ΔE to the lowest compared entry with this formula, charge and spin, kcal/mol: 22.7
Kohn-Sham gap, eV: 8.88
SMILES: Cc1cc(OCCOCCN2CCCC2)ccc1C(C)C

From a Löwdin analysis of the wavefunction, the atomic charges in e read:
1. C -0.047
2. C -0.220
3. C 0.008
4. C -0.272
5. O -0.039
6. C -0.167
7. C -0.173
8. O -0.128
9. C -0.194
10. C -0.171
11. N -0.212
12. C -0.180
13. C -0.144
14. C -0.147
15. C -0.186
16. C -0.002
17. C -0.031
18. C -0.183
19. C -0.387
20. C -0.062
21. C -0.062
22. H 0.076
23. H 0.085
24. H 0.083
25. H 0.111
26. H 0.100
27. H 0.135
28. H 0.126
29. H 0.127
30. H 0.115
31. H 0.124
32. H 0.129
33. H 0.125
34. H 0.124
35. H 0.113
36. H 0.095
37. H 0.105
38. H 0.105
39. H 0.082
40. H 0.119
41. H 0.119
42. H 0.116
43. H 0.111
44. H 0.116
45. H 0.076
46. H 0.073
47. H 0.082
48. H 0.073
49. H 0.080
50. H 0.076